{
  "formula": "C6H9NO3",
  "method": "ωB97M-V with the def2-TZVPD basis set",
  "species": ["C", "C", "C", "C", "O", "C", "O", "C", "N", "H", "H", "H", "H", "H", "H", "H", "O", "H", "H"],
  "coordinates": [[1.242, -0.553, 1.304], [0.111, -0.168, 0.358], [0.462, -0.319, -1.137], [-0.813, -0.878, -1.764], [-1.538, -1.496, -0.686], [-1.098, -1.104, 0.505], [-1.605, -1.469, 1.534], [-0.425, 1.222, 0.677], [0.309, 2.313, 0.722], [1.468, -1.620, 1.186], [2.152, 0.016, 1.068], [0.967, -0.383, 2.353], [0.766, 0.626, -1.602], [1.288, -1.034, -1.239], [-1.450, -0.095, -2.192], [-0.625, -1.648, -2.519], [-1.529, 1.585, 0.107], [1.203, 2.172, 1.180], [-0.884, 2.835, 0.145]],
  "forces_ev_per_a": [[0.15, -0.32, 0.11], [-0.42, -0.36, 1.39], [0.08, 0.46, -0.03], [-0.19, 0.07, -0.08], [-0.13, -0.19, -0.59], [-0.19, -0.40, 1.01], [0.45, 0.29, -0.51], [0.34, 2.28, -4.40], [0.26, -0.93, 1.43], [0.04, 0.24, 0.05], [-0.21, -0.10, 0.07], [0.03, -0.05, -0.29], [-0.05, -0.22, 0.15], [-0.16, 0.14, 0.14], [0.15, -0.16, 0.14], [-0.03, 0.17, 0.18], [-0.67, 0.32, 0.42], [0.32, 0.82, -0.08], [0.24, -2.07, 0.90]],
  "relative_energy_ev": 1.9509,
  "homo_ev": -10.06,
  "fmax_ev_per_a": 4.96,
  "orbital_gap_ev": 10.51
}